12
Properties=species:S:1:pos:R:3 method="wB97M-V/def2-TZVPD" smiles="CC(N)=O.O" total_charge=0
C -0.084 0.126 -2.524
C -0.708 -1.228 -2.045
N -2.023 -1.011 -1.646
O 0.073 -2.058 -1.617
H 0.268 0.543 -1.586
H 0.682 -0.255 -3.199
H -0.722 0.952 -2.979
H -2.208 -0.115 -1.250
H -2.377 -1.799 -1.132
O 2.687 1.570 6.277
H 2.185 2.362 5.965
H 2.226 0.913 5.738


13
Properties=species:S:1:pos:R:3 method="wB97M-V/def2-TZVPD" smiles="CCO[S@@H](=N)=O" total_charge=0
C -2.046 -0.031 -0.459
C -0.715 0.474 0.072
O 0.291 -0.491 -0.187
S 1.769 -0.009 0.220
N 2.837 -0.988 -0.172
O 1.990 1.340 -0.167
H -1.982 -0.189 -1.531
H -2.305 -0.973 0.017
H -2.822 0.701 -0.250
H -0.762 0.643 1.156
H -0.425 1.413 -0.411
H 1.540 0.040 1.621
H 2.630 -1.931 0.093


| no. | E (eV) |
| --- | --- |
| 1 | -7772.1613 |
| 2 | -18605.7115 |